Entry 1:
Here is a 2-piece molecular cluster, C2H4Cl3N3 overall in a non-equilibrium geometry from the Open Molecules 2025 dataset. Energies are from wB97M-V/def2-TZVPD.

Results
LUMO level in hartree: 0.0002
Highest occupied orbital energy in eV: -9.482
HOMO-LUMO gap in eV: 9.5
Energy in hartree: -1623.2778

Geometry as XYZ:
```
12
C2H4Cl3N3 wB97M-V/def2-TZVPD
Cl -1.990 -2.169 -0.535
Cl 2.525 -1.747 -1.283
Cl -2.374 0.046 -2.177
N -1.232 -0.730 -1.162
N 0.663 0.835 0.447
N 2.533 -0.121 -0.708
C -0.111 1.109 1.638
C 1.560 0.177 0.019
H -0.593 2.056 1.323
H -0.308 -0.973 -1.742
H 0.290 1.145 2.631
H -0.963 0.372 1.550
```



Entry 2:
Here is an isolated molecule of C2H4ClF2N in a non-equilibrium geometry from the Open Molecules 2025 dataset. Energies are from wB97M-V/def2-TZVPD.

Results
LUMO level in hartree: 0.0302
Highest occupied orbital energy in eV: -10.246
HOMO-LUMO gap in eV: 11.1
Energy in hartree: -793.2938

Geometry as XYZ:
```
10
C2H4ClF2N wB97M-V/def2-TZVPD
Cl 0.498 -0.782 -1.283
F -0.275 -1.340 1.080
F 1.090 0.365 1.006
N -0.805 1.984 -0.261
C 0.044 -0.241 0.388
C -1.090 0.718 0.385
H -0.643 1.830 -1.211
H -1.943 0.261 -0.098
H -1.351 0.837 1.442
H 0.037 2.390 0.091
```



Entry 3:
Here is an isolated molecule of C2H4ClF2N in a non-equilibrium geometry from the Open Molecules 2025 dataset. Energies are from wB97M-V/def2-TZVPD.

Results
LUMO level in hartree: 0.0279
Highest occupied orbital energy in eV: -10.355
HOMO-LUMO gap in eV: 11.1
Energy in hartree: -793.2414

Geometry as XYZ:
```
10
C2H4ClF2N wB97M-V/def2-TZVPD
Cl 2.581 -0.089 0.007
F 0.794 1.570 -0.836
F 0.839 0.878 1.395
N -1.371 0.145 0.130
C 0.842 0.615 0.063
C -0.171 -0.508 -0.260
H 0.225 -1.454 0.291
H -1.585 0.153 1.020
H -0.180 -0.853 -1.385
H -1.974 -0.458 -0.426
```



Entry 4:
Here is a 2-piece molecular cluster, C2H4ClF2N2 overall in a non-equilibrium geometry from the Open Molecules 2025 dataset. Energies are from wB97M-V/def2-TZVPD.

Results
LUMO level (alpha / beta) in hartree: -0.2150 / -0.2149
Highest occupied orbital energy (alpha / beta) in eV: -13.786 / -13.788
HOMO-LUMO gap (alpha / beta) in eV: 7.9 / 7.9
Total charge: +1
Energy in hartree: -847.6661

Geometry as XYZ:
```
11
C2H4ClF2N2 wB97M-V/def2-TZVPD
Cl 2.590 1.109 0.430
F 2.188 -1.375 0.802
F 1.868 -0.739 -1.281
N -1.088 0.202 -1.113
N -1.297 0.113 1.241
C 1.982 -0.368 -0.046
C -0.663 -0.007 0.100
H -2.007 0.292 -1.626
H -2.172 0.694 1.331
H -0.806 0.136 2.139
H -0.595 -0.059 -1.976
```



Entry 5:
Here is a 2-piece molecular cluster, C2H4ClF3 overall in a non-equilibrium geometry from the Open Molecules 2025 dataset. Energies are from wB97M-V/def2-TZVPD.

Results
LUMO level in hartree: 0.0280
Highest occupied orbital energy in eV: -10.931
HOMO-LUMO gap in eV: 11.7
Energy in hartree: -838.3362

Geometry as XYZ:
```
10
C2H4ClF3 wB97M-V/def2-TZVPD
Cl -0.311 1.015 -0.900
F 0.186 1.766 1.517
F 0.425 -1.719 0.542
F 1.601 -2.091 -1.290
C 0.737 -1.238 -0.687
C -0.846 1.304 0.767
H -1.199 0.354 1.174
H 1.224 -0.263 -0.571
H -1.640 2.049 0.736
H -0.178 -1.178 -1.287
```



Entry 6:
Here is an isolated molecule of C2H4ClFN2 in a non-equilibrium geometry from the Open Molecules 2025 dataset. Energies are from wB97M-V/def2-TZVPD.

Results
LUMO level in hartree: 0.0278
Highest occupied orbital energy in eV: -9.841
HOMO-LUMO gap in eV: 10.6
Energy in hartree: -748.1187

Geometry as XYZ:
```
10
C2H4ClFN2 wB97M-V/def2-TZVPD
Cl 1.960 -0.640 -2.017
F 1.408 -1.259 0.391
N -1.582 0.103 0.751
N -0.634 1.085 0.391
C 0.445 0.822 -0.231
C 0.850 -0.597 -0.569
H 1.057 1.655 -0.447
H -0.081 -1.151 -0.948
H -2.212 0.655 1.365
H -1.210 -0.674 1.313
```



Entry 7:
Here is an isolated molecule of C2H4ClFN2 in a non-equilibrium geometry from the Open Molecules 2025 dataset. Energies are from wB97M-V/def2-TZVPD.

Results
LUMO level in hartree: 0.0151
Highest occupied orbital energy in eV: -10.157
HOMO-LUMO gap in eV: 10.6
Energy in hartree: -748.1604

Geometry as XYZ:
```
10
C2H4ClFN2 wB97M-V/def2-TZVPD
Cl 2.330 -0.387 -0.435
F 0.936 1.884 0.145
N -0.735 -1.290 0.260
N -1.249 0.715 -0.885
C -0.502 0.002 -0.144
C 0.839 0.527 0.355
H 0.883 0.435 1.407
H -0.883 1.596 -0.791
H -1.655 -1.515 -0.119
H 0.036 -1.965 0.208
```



Entry 8:
Here is an isolated molecule of C2H4ClFO in a non-equilibrium geometry from the Open Molecules 2025 dataset. Energies are from wB97M-V/def2-TZVPD.

Results
LUMO level in hartree: 0.0339
Highest occupied orbital energy in eV: -10.285
HOMO-LUMO gap in eV: 11.2
Energy in hartree: -713.8293

Geometry as XYZ:
```
9
C2H4ClFO wB97M-V/def2-TZVPD
Cl 1.934 1.848 -0.601
F 1.741 -0.711 -0.163
O -0.258 0.397 -0.756
C 1.219 0.476 0.064
C -1.147 -0.514 -0.055
H -2.066 -0.010 -0.184
H -1.037 -0.450 1.080
H -1.176 -1.528 -0.537
H 0.791 0.491 1.152
```



Entry 9:
Here is a 2-piece molecular cluster, C2H4ClFO2 overall in a non-equilibrium geometry from the Open Molecules 2025 dataset. Energies are from wB97M-V/def2-TZVPD.

Results
LUMO level in hartree: 0.0193
Highest occupied orbital energy in eV: -11.706
HOMO-LUMO gap in eV: 12.2
Energy in hartree: -789.1370

Geometry as XYZ:
```
10
C2H4ClFO2 wB97M-V/def2-TZVPD
Cl 2.480 1.062 0.048
F 0.855 -2.070 -2.711
O 0.743 -0.826 -0.436
O 0.134 0.958 0.697
C 0.963 0.215 0.042
C -1.201 0.602 0.990
H -1.853 1.538 1.138
H -1.529 -0.136 0.297
H 0.558 -1.481 -2.105
H -1.151 0.138 2.041
```



Entry 10:
Here is an isolated molecule of C2H4ClFS in a non-equilibrium geometry from the Open Molecules 2025 dataset. Energies are from wB97M-V/def2-TZVPD.

Results
LUMO level in hartree: 0.0077
Highest occupied orbital energy in eV: -10.002
HOMO-LUMO gap in eV: 10.2
Energy in hartree: -1036.8181

Geometry as XYZ:
```
9
C2H4ClFS wB97M-V/def2-TZVPD
Cl -1.967 -1.049 -0.148
S -0.421 1.779 -0.666
F -0.342 0.409 1.483
C -0.286 0.144 0.190
C 0.840 -0.693 -0.217
H -1.237 2.072 0.434
H 0.962 -1.663 0.321
H 1.796 -0.066 -0.149
H 0.656 -0.933 -1.249
```



Entry 11:
Here is C2H4ClI as an isolated structure in a non-equilibrium geometry from the Open Molecules 2025 dataset. Energies are from wB97M-V/def2-TZVPD.

Results
LUMO level in hartree: 0.0141
Highest occupied orbital energy in eV: -9.648
HOMO-LUMO gap in eV: 10.0
Energy in hartree: -836.4571

Geometry as XYZ:
```
8
C2H4ClI wB97M-V/def2-TZVPD
I 2.952 -0.238 0.007
Cl 1.099 2.303 0.080
C -0.114 -0.012 0.284
C 1.050 0.617 -0.396
H -0.168 -0.993 0.472
H -0.114 0.372 1.259
H -0.989 0.203 -0.168
H 0.792 0.401 -1.472
```



Entry 12:
Here is an isolated molecule of C2H4ClIN2 in a non-equilibrium geometry from the Open Molecules 2025 dataset. Energies are from wB97M-V/def2-TZVPD.

Results
LUMO level in hartree: 0.0081
Highest occupied orbital energy in eV: -8.739
HOMO-LUMO gap in eV: 9.0
Energy in hartree: -945.9108

Geometry as XYZ:
```
10
C2H4ClIN2 wB97M-V/def2-TZVPD
I -2.806 -0.230 -0.032
Cl 1.393 1.813 0.115
N 0.033 -1.141 0.461
N 0.927 -0.603 -0.497
C 0.220 0.658 -0.478
C -0.718 0.103 0.596
H -0.698 0.743 1.424
H 1.137 -1.022 -1.330
H 0.547 -1.397 1.213
H -0.035 1.075 -1.472
```